[1]
Entry from OMol25: a gas-phase ion, C4H7N (charge +1) (ωB97M-V/def2-TZVPD).

Cartesian coordinates (Å):
N 2.205 -0.108 0.876
C 0.081 0.692 -0.621
C 0.822 -0.312 0.333
C -1.998 -0.564 0.017
C -1.294 0.472 -0.681
H 0.647 1.373 -1.200
H 2.950 -0.129 0.140
H -1.523 -1.165 0.822
H 0.252 -0.572 1.182
H 1.542 -1.017 -0.136
H -2.000 1.297 -0.923
H -2.961 -0.761 -0.302

Frontier orbital gap (alpha / beta) ... 0.2378 / 0.2782 hartree
Multiplicity ... 2
Max |F| ... 5.159 eV/A
Net charge ... +1
Energy above the lowest of the compared OMol25 structures with the same formula, charge and spin ... 521.6 kJ/mol
E_LUMO (alpha / beta) ... -7.7205 / -7.4088 eV

[2]
Entry from OMol25: a molecular structure, C61H46BrFeO2P3Si (ωB97M-V/def2-TZVPD).

Cartesian coordinates (Å):
Br -7.875 -25.465 -0.624
Fe -7.011 -21.765 -1.529
P -8.041 -19.768 -0.580
P -5.686 -21.261 -3.377
P -3.754 -24.090 -0.264
Si -5.377 -21.205 0.163
O -10.601 -21.210 -1.765
O -8.621 -22.928 -1.511
C -5.161 -18.792 -4.568
C -8.761 -23.165 0.917
C -7.642 -18.859 -5.948
C -5.811 -22.486 -5.979
C -1.824 -20.227 -2.727
C -4.926 -21.870 2.928
C -4.493 -22.616 4.012
C -7.569 -17.569 -2.123
C -2.340 -26.403 0.479
C -3.481 -25.917 -0.186
C -11.557 -19.935 1.568
C -5.381 -17.803 2.487
C -9.857 -18.079 -2.045
C -3.923 -23.845 3.880
C -5.038 -18.961 1.905
C -7.845 -16.594 -3.078
C -8.569 -18.369 -1.647
C -9.693 -20.166 0.120
C -7.362 -19.858 -5.011
C -3.202 -28.563 0.281
C -12.146 -21.177 1.172
C -7.405 -17.661 1.256
C -4.045 -20.755 -1.071
C -4.160 -20.836 -2.475
C -10.265 -21.489 -0.435
C 0.756 -23.359 -0.670
C -1.721 -20.082 -1.342
C -5.471 -17.850 -5.566
C -4.081 -23.504 1.470
C -5.327 -23.372 -6.959
C -5.250 -22.440 -4.707
C -8.110 -24.384 0.975
C -11.507 -22.013 0.318
C -3.719 -24.151 -5.425
C -10.152 -17.102 -3.009
C -6.668 -17.909 -6.246
C -8.951 -22.490 2.153
C -10.313 -19.493 1.129
C -1.416 -23.392 -1.682
C 0.168 -23.417 0.593
C -2.845 -20.301 -0.547
C -7.872 -24.155 3.397
C -4.728 -22.269 1.601
C -6.095 -19.809 -4.374
C -5.883 -19.590 0.983
C -7.730 -24.874 2.215
C -4.253 -24.193 -6.719
C -9.154 -16.398 -3.530
C -3.043 -20.559 -3.293
C -4.372 -28.076 -0.269
C -4.507 -26.735 -0.576
C -2.196 -27.740 0.665
C -0.063 -23.292 -1.808
C -8.534 -22.901 3.384
C -4.297 -23.414 -4.456
C -2.024 -23.570 -0.439
C -9.163 -22.557 -0.401
C -6.534 -17.106 2.141
C -1.190 -23.522 0.687
C -7.042 -18.887 0.649
C -3.791 -24.295 2.581
H -3.234 -25.202 2.469
H -3.794 -24.831 -7.435
H -11.807 -23.002 -0.054
H -4.219 -18.713 -4.037
H -1.339 -28.246 1.159
H -4.749 -17.061 -5.741
H 1.845 -23.424 -0.782
H -5.478 -20.987 3.124
H -2.052 -23.366 -2.605
H -9.413 -21.537 2.041
H -10.592 -22.044 -2.259
H -1.699 -23.465 1.647
H -7.007 -16.031 -3.469
H -3.774 -23.459 -3.478
H -6.734 -16.083 2.504
H -8.331 -17.183 0.950
H -7.288 -25.889 2.080
H -5.785 -23.433 -7.923
H -4.116 -19.477 2.210
H -3.312 -29.545 0.570
H -13.119 -21.441 1.617
H -2.828 -24.792 -5.114
H 0.776 -23.324 1.492
H -4.683 -22.272 5.016
H -8.568 -18.934 -6.418
H -6.965 -17.024 -6.845
H -10.674 -18.732 -1.836
H -8.067 -20.638 -4.727
H -9.876 -18.639 1.599
H -8.581 -22.151 4.166
H -3.050 -20.553 -4.381
H -2.836 -20.279 0.548
H -9.402 -15.635 -4.326
H -0.801 -19.816 -0.822
H -3.537 -24.326 4.768
H -12.022 -19.284 2.295
H -6.555 -17.676 -1.776
H 0.320 -23.286 -2.833
H -0.954 -20.050 -3.371
H -6.571 -21.741 -6.269
H -1.497 -25.771 0.749
H -4.650 -17.370 3.201
H -7.470 -24.571 4.286
H -5.269 -26.362 -1.184
H -5.129 -28.795 -0.546
H -11.153 -17.077 -3.414

Frontier orbital gap (alpha / beta) ... 0.2108 / 0.2309 hartree
Multiplicity ... 6
Max |F| ... 3.750 eV/A
Net charge ... +1
Energy above the lowest of the compared OMol25 structures with the same formula, charge and spin ... 278.4 kJ/mol
E_LUMO (alpha / beta) ... -3.5347 / -3.8940 eV

[3]
Entry from OMol25: a molecular structure, C49H61BF7N3O4PS (ωB97M-V/def2-TZVPD).

Cartesian coordinates (Å):
S 2.218 -0.137 0.649
P 0.532 -0.603 1.346
F -1.832 2.118 -0.863
F -3.802 2.227 7.613
F 3.195 -1.622 -4.594
F -2.777 6.813 3.148
F 4.140 2.761 -1.276
F 4.804 -5.593 -1.831
F -1.722 0.496 4.349
O -4.195 0.662 -1.469
O 0.527 -1.756 2.438
O -1.932 -4.185 -0.766
O -0.392 0.456 2.027
N -2.687 -2.141 -1.609
N -0.566 -1.206 0.015
N -3.729 0.032 -3.799
C -3.536 6.265 6.982
C -0.830 1.185 -1.031
C 5.598 -2.943 -4.147
C -0.654 -4.080 -1.383
C 1.248 -5.129 -2.533
C -6.102 7.345 1.849
C -2.330 -0.429 5.168
C -1.483 -2.260 0.585
C -3.353 -2.551 5.458
C -0.276 1.339 -2.440
C -3.865 6.722 2.345
C -3.403 4.014 6.142
C 3.579 3.949 -0.954
C 5.261 -1.338 -1.647
C -6.068 6.536 0.721
C -3.961 4.414 8.465
C -3.558 -2.246 6.798
C 6.480 -0.994 -2.214
C -2.440 -2.914 -0.423
C -3.137 -1.025 7.305
C 2.412 6.350 -0.300
C -1.162 -5.966 -2.969
C -4.992 7.442 2.678
C -2.155 -0.797 -1.860
C 4.149 -1.546 -2.450
C -0.157 -5.389 -1.956
C -1.482 -0.165 -0.664
C 5.481 -1.074 -4.411
C 4.929 -3.673 -3.174
C 6.766 -3.436 -4.711
C -2.509 -0.096 6.486
C -3.309 5.382 5.934
C 0.842 0.379 -2.836
C -3.726 3.565 7.403
C -3.797 5.910 1.231
C -2.732 -1.630 4.626
C 6.619 -5.401 -3.320
C 5.457 -4.887 -2.784
C 1.949 -6.445 -2.911
C 1.229 -4.172 -3.732
C 7.272 -4.662 -4.297
C 4.284 -1.411 -3.815
C 6.584 -0.863 -3.593
C 2.222 3.989 -0.714
C 4.376 5.072 -0.876
C -4.918 5.821 0.416
C -3.862 5.782 8.245
C 3.777 6.280 -0.548
C 1.635 5.202 -0.381
B -3.427 0.020 -2.398
H -0.043 1.450 -0.322
H 5.171 -1.449 -0.574
H -4.995 8.062 3.564
H 7.284 -2.866 -5.470
H 0.544 -0.675 -2.864
H 0.947 -3.153 -3.446
H -3.294 -0.785 8.348
H -1.655 -6.853 -2.576
H -0.663 -6.257 -3.895
H 6.996 -6.355 -2.978
H 0.150 2.344 -2.467
H 2.647 -6.750 -2.132
H 0.045 -1.646 -0.680
H 5.203 -1.985 -4.461
H -0.780 0.195 2.888
H -4.045 -2.962 7.447
H -3.057 5.767 4.955
H -2.887 5.368 1.011
H -3.226 3.305 5.344
H -4.214 4.008 9.435
H 5.543 -0.981 -5.487
H -3.676 -3.503 5.059
H -2.571 -1.838 3.577
H -0.686 -3.337 -2.191
H -4.036 6.468 9.063
H -6.995 7.905 2.088
H -2.690 -2.722 -2.433
H -0.067 -6.082 -1.112
H 8.181 -5.049 -4.737
H -3.457 7.330 6.813
H 1.955 7.296 -0.042
H -5.068 0.902 -1.803
H 1.645 3.078 -0.790
H 5.438 4.995 -1.068
H -2.165 0.854 6.868
H -2.013 -1.800 1.419
H 2.214 -4.128 -4.197
H -1.098 1.344 -3.162
H 1.255 -7.266 -3.098
H 7.531 -0.592 -4.040
H 4.383 7.174 -0.487
H 4.017 -3.308 -2.719
H -1.930 -5.234 -3.233
H -1.424 -0.862 -2.679
H 3.189 -1.812 -2.027
H 1.211 -2.419 2.250
H -3.374 -3.114 0.107
H -6.936 6.464 0.081
H 1.712 0.494 -2.194
H 0.520 -4.498 -4.497
H -0.867 -3.054 0.998
H 7.344 -0.830 -1.586
H -4.635 -0.314 -4.091
H 0.572 5.248 -0.186
H -2.236 0.037 0.101
H 0.085 -3.747 -0.632
H 1.176 0.615 -3.848
H 2.542 -6.308 -3.817
H -4.887 5.187 -0.463
H -3.040 -0.427 -4.383
H 1.862 -4.670 -1.748

Frontier orbital gap ... 0.2246 hartree
Max |F| ... 14.831 eV/A
Net charge ... +1
E_LUMO ... -2.3420 eV

Q: Among the records above, which one has the lowest max |F|?
A: C61H46BrFeO2P3Si

Q: Look up the net charge of the first one.
A: +1